Record 1
{"formula": "C21H35BBr2F9N2O3S", "method": "ωB97M-V/def2-TZVPD", "elements": ["C", "C", "N", "C", "O", "B", "C", "C", "C", "C", "C", "F", "F", "C", "F", "F", "S", "F", "F", "F", "F", "F", "C", "Br", "C", "C", "Br", "O", "C", "C", "C", "C", "C", "O", "H", "H", "H", "H", "H", "H", "H", "H", "H", "H", "H", "H", "H", "H", "H", "H", "H", "H", "H", "H", "H", "H", "H", "H", "H", "H", "H", "H", "H", "H", "N", "C", "C", "C", "C", "H", "H", "H", "H", "H"], "positions_angstrom": [[-2.80, 1.11, -4.47], [-2.28, -0.41, -4.88], [-2.44, -1.43, -3.74], [-1.22, -1.43, -2.85], [-0.87, -0.16, -2.18], [-0.02, -0.46, -0.98], [-0.78, 0.47, 0.18], [-0.38, 0.05, 1.72], [0.52, 1.19, 2.49], [2.11, 0.75, 2.66], [2.75, 1.28, 4.09], [2.14, 2.66, 4.27], [2.23, 0.52, 5.29], [4.36, 1.52, 4.09], [4.63, 2.60, 3.07], [4.76, 2.14, 5.40], [5.45, 0.08, 3.67], [4.28, -1.12, 3.99], [5.88, 0.00, 5.36], [6.78, 1.20, 3.51], [5.14, 0.14, 1.99], [6.57, -1.18, 3.36], [1.48, 0.24, -1.02], [2.99, -1.08, -0.78], [1.71, 1.19, -2.36], [3.12, 2.05, -2.09], [2.06, 0.11, -4.03], [-0.11, -1.94, -0.83], [-1.04, -2.67, -1.75], [-0.43, -3.86, -2.71], [1.23, -3.65, -2.70], [-2.48, -2.86, -1.00], [-3.11, -4.37, -1.06], [-3.92, -4.52, 0.20], [-3.81, 1.27, -5.05], [-3.01, 1.16, -3.31], [-1.97, 1.91, -4.76], [-2.86, -0.73, -5.87], [-1.15, -0.28, -5.22], [-2.63, -2.36, -4.18], [-0.35, -1.54, -3.63], [-0.55, 1.58, -0.10], [-1.94, 0.27, 0.02], [-1.41, -0.03, 2.32], [0.09, -1.05, 1.81], [0.00, 1.46, 3.52], [0.47, 2.16, 1.82], [2.21, -0.42, 2.52], [2.69, 1.35, 1.82], [1.56, 0.99, -0.10], [0.78, 1.90, -2.47], [3.12, 2.34, -0.95], [4.07, 1.37, -2.29], [3.14, 3.03, -2.76], [-0.61, -4.95, -2.33], [-0.75, -3.72, -3.84], [1.46, -2.51, -2.84], [1.75, -4.21, -3.60], [1.68, -4.00, -1.65], [-2.29, -2.62, 0.15], [-3.32, -2.11, -1.35], [-2.33, -5.24, -1.03], [-3.91, -4.50, -1.94], [-3.27, -5.01, 0.81], [-2.54, 4.17, 3.13], [-3.71, 4.22, 3.85], [-4.65, 3.46, 3.20], [-4.02, 2.92, 2.05], [-2.72, 3.38, 2.03], [-1.68, 4.65, 3.38], [-3.77, 4.80, 4.77], [-5.67, 3.30, 3.52], [-4.47, 2.27, 1.31], [-1.92, 3.20, 1.34]], "spin_multiplicity": 1, "charge": -1, "e_tot_ha": -7625.95520, "homo_lumo_gap_ev": 4.48, "homo_energy_ev": -4.984}


Record 2
{"formula": "C21H35BN2O11P2", "method": "ωB97M-V/def2-TZVPD", "elements": ["C", "B", "O", "N", "C", "O", "O", "C", "C", "C", "C", "C", "C", "C", "C", "C", "C", "C", "C", "N", "C", "H", "H", "H", "H", "H", "H", "H", "H", "H", "H", "H", "H", "H", "H", "H", "H", "H", "C", "O", "P", "O", "O", "C", "O", "C", "H", "H", "H", "H", "H", "H", "H", "H", "H", "C", "O", "P", "O", "O", "C", "O", "C", "H", "H", "H", "H", "H", "H", "H", "H", "H"], "positions_angstrom": [[-0.87, -1.09, 1.95], [-0.57, -2.01, 0.63], [0.41, -3.14, 0.79], [-1.19, -1.86, -0.75], [-2.61, -2.47, -0.78], [-2.86, -3.24, -1.84], [-3.46, -2.20, 0.37], [-4.89, -2.28, 0.11], [-5.72, -0.85, 0.30], [-6.68, -0.37, -0.97], [-7.50, 1.08, -0.86], [-7.31, 2.00, 0.50], [-6.36, 1.46, 1.76], [-5.55, 0.03, 1.67], [-4.61, -0.41, 2.96], [-1.19, -0.44, -1.26], [0.16, 0.08, -2.10], [0.00, 1.68, -2.54], [-1.29, 2.63, -2.25], [-2.46, 2.10, -1.49], [-2.35, 0.68, -1.04], [-1.62, -0.21, 1.77], [0.17, -0.66, 2.31], [-1.26, -1.78, 2.85], [1.32, -2.80, 0.48], [-5.35, -3.01, 0.94], [-5.22, -2.72, -0.92], [-6.80, -0.98, -1.97], [-8.16, 1.47, -1.75], [-7.83, 3.06, 0.64], [-6.22, 2.12, 2.74], [-4.42, 0.50, 3.68], [-5.15, -1.26, 3.58], [-3.56, -0.83, 2.66], [1.10, -0.58, -2.32], [0.90, 2.17, -3.14], [-1.33, 3.77, -2.60], [-3.28, 0.29, -0.40], [1.24, -1.60, 6.90], [2.09, -0.50, 6.62], [2.44, -0.24, 5.07], [1.25, -0.20, 4.17], [3.51, -1.39, 4.73], [4.63, -1.56, 5.57], [3.32, 1.10, 5.10], [2.66, 2.30, 5.42], [0.20, -1.28, 6.84], [1.42, -2.42, 6.20], [1.45, -1.95, 7.91], [4.55, -2.51, 6.09], [4.72, -0.76, 6.31], [5.54, -1.57, 4.95], [2.66, 2.44, 6.50], [1.63, 2.30, 5.06], [3.19, 3.14, 4.95], [3.03, 1.68, -7.52], [3.69, 0.77, -6.66], [4.53, 1.40, -5.44], [3.77, 2.41, -4.63], [5.85, 1.97, -6.16], [6.59, 1.12, -7.00], [5.05, 0.12, -4.63], [4.09, -0.63, -3.92], [2.04, 1.92, -7.11], [3.61, 2.60, -7.63], [2.91, 1.22, -8.50], [6.51, 1.48, -8.03], [6.24, 0.08, -6.97], [7.64, 1.14, -6.70], [3.66, -1.39, -4.58], [3.29, 0.01, -3.53], [4.58, -1.13, -3.08]], "spin_multiplicity": 1, "e_tot_ha": -2465.50944, "homo_lumo_gap_ev": 8.38, "homo_energy_ev": -8.323}


Please write out number 2 again, unchanged.
{"formula": "C21H35BN2O11P2", "method": "ωB97M-V/def2-TZVPD", "elements": ["C", "B", "O", "N", "C", "O", "O", "C", "C", "C", "C", "C", "C", "C", "C", "C", "C", "C", "C", "N", "C", "H", "H", "H", "H", "H", "H", "H", "H", "H", "H", "H", "H", "H", "H", "H", "H", "H", "C", "O", "P", "O", "O", "C", "O", "C", "H", "H", "H", "H", "H", "H", "H", "H", "H", "C", "O", "P", "O", "O", "C", "O", "C", "H", "H", "H", "H", "H", "H", "H", "H", "H"], "positions_angstrom": [[-0.87, -1.09, 1.95], [-0.57, -2.01, 0.63], [0.41, -3.14, 0.79], [-1.19, -1.86, -0.75], [-2.61, -2.47, -0.78], [-2.86, -3.24, -1.84], [-3.46, -2.20, 0.37], [-4.89, -2.28, 0.11], [-5.72, -0.85, 0.30], [-6.68, -0.37, -0.97], [-7.50, 1.08, -0.86], [-7.31, 2.00, 0.50], [-6.36, 1.46, 1.76], [-5.55, 0.03, 1.67], [-4.61, -0.41, 2.96], [-1.19, -0.44, -1.26], [0.16, 0.08, -2.10], [0.00, 1.68, -2.54], [-1.29, 2.63, -2.25], [-2.46, 2.10, -1.49], [-2.35, 0.68, -1.04], [-1.62, -0.21, 1.77], [0.17, -0.66, 2.31], [-1.26, -1.78, 2.85], [1.32, -2.80, 0.48], [-5.35, -3.01, 0.94], [-5.22, -2.72, -0.92], [-6.80, -0.98, -1.97], [-8.16, 1.47, -1.75], [-7.83, 3.06, 0.64], [-6.22, 2.12, 2.74], [-4.42, 0.50, 3.68], [-5.15, -1.26, 3.58], [-3.56, -0.83, 2.66], [1.10, -0.58, -2.32], [0.90, 2.17, -3.14], [-1.33, 3.77, -2.60], [-3.28, 0.29, -0.40], [1.24, -1.60, 6.90], [2.09, -0.50, 6.62], [2.44, -0.24, 5.07], [1.25, -0.20, 4.17], [3.51, -1.39, 4.73], [4.63, -1.56, 5.57], [3.32, 1.10, 5.10], [2.66, 2.30, 5.42], [0.20, -1.28, 6.84], [1.42, -2.42, 6.20], [1.45, -1.95, 7.91], [4.55, -2.51, 6.09], [4.72, -0.76, 6.31], [5.54, -1.57, 4.95], [2.66, 2.44, 6.50], [1.63, 2.30, 5.06], [3.19, 3.14, 4.95], [3.03, 1.68, -7.52], [3.69, 0.77, -6.66], [4.53, 1.40, -5.44], [3.77, 2.41, -4.63], [5.85, 1.97, -6.16], [6.59, 1.12, -7.00], [5.05, 0.12, -4.63], [4.09, -0.63, -3.92], [2.04, 1.92, -7.11], [3.61, 2.60, -7.63], [2.91, 1.22, -8.50], [6.51, 1.48, -8.03], [6.24, 0.08, -6.97], [7.64, 1.14, -6.70], [3.66, -1.39, -4.58], [3.29, 0.01, -3.53], [4.58, -1.13, -3.08]], "spin_multiplicity": 1, "e_tot_ha": -2465.50944, "homo_lumo_gap_ev": 8.38, "homo_energy_ev": -8.323}